Formula: C28H22N3O7Pr
Source: the OMol25 dataset
Level of theory: the ωB97M-V functional and the def2-TZVPD basis

Structure (XYZ):
```
61
Properties=species:S:1:pos:R:3
Pr 0.4289 -0.3788 0.2525
O 0.6456 -2.0322 -1.4465
C 0.0870 -3.1838 -1.6198
C 0.8554 -4.2993 -2.0414
C 0.2846 -5.5320 -2.2560
C -1.0843 -5.7381 -2.0759
C -1.8550 -4.6668 -1.6675
C -1.3100 -3.4026 -1.4204
C -2.2469 -2.3566 -1.0244
N -1.9269 -1.1980 -0.5885
N -2.9976 -0.3415 -0.3290
C -2.5465 0.8794 -0.1811
O -1.3393 1.2782 -0.2778
C -3.5834 1.9110 0.1781
C -3.1619 3.1925 0.5083
C -4.0865 4.1660 0.8638
C -5.4395 3.8663 0.8882
C -5.8651 2.5850 0.5569
C -4.9437 1.6132 0.2058
H 1.9181 -4.1357 -2.1660
H 0.9208 -6.3560 -2.5641
H -1.5312 -6.7093 -2.2440
H -2.9226 -4.7944 -1.5163
H -3.3128 -2.5847 -1.1280
H -2.1012 3.4035 0.4901
H -3.7416 5.1586 1.1271
H -6.1622 4.6235 1.1698
H -6.9216 2.3440 0.5781
H -5.2532 0.6086 -0.0460
O 3.1871 -3.4682 5.2847
C 2.6781 -2.9006 4.3428
C 3.3642 -2.5502 3.0283
O 4.5193 -2.8110 2.7396
C 2.3287 -1.9072 2.2099
C 1.1119 -1.8465 2.9142
O 0.0437 -1.3454 2.3855
C 1.2450 -2.3933 4.2574
O 0.4010 -2.5222 5.1305
O 2.4436 -1.4564 1.0210
C 0.6456 0.7188 -3.0502
N 1.4654 0.9770 -1.8762
C 2.8102 0.4488 -2.0478
C 1.4645 2.4053 -1.5386
C 2.0584 2.6893 -0.1771
C 2.8775 3.8040 -0.0070
C 3.3972 4.0956 1.2460
C 3.1109 3.2569 2.3145
C 2.3078 2.1350 2.1164
C 1.7467 1.8131 0.8729
H 1.0369 1.2503 -3.9366
H -0.3737 1.0535 -2.8533
H 0.6306 -0.3526 -3.2472
H 3.2884 0.8770 -2.9474
H 2.7631 -0.6353 -2.1572
H 3.4148 0.6837 -1.1723
H 0.4185 2.7244 -1.5599
H 2.0114 2.9709 -2.3187
H 3.1142 4.4450 -0.8538
H 4.0342 4.9643 1.3839
H 3.5230 3.4668 3.2964
H 2.1247 1.4891 2.9733
```

Its net charge is -2. As for the expectation value of S²: 2.0017. For the LUMO energy (spin up / spin down), the calculation gives 4.4 / 4.4 eV. The spin multiplicity is 3. The orbital gap (spin up / spin down) comes out at 6.27 / 6.27 eV.



Formula: C28H23BCl5N6PTi
Source: the OMol25 dataset
Level of theory: the ωB97M-V functional and the def2-TZVPD basis

Structure (XYZ):
```
65
Properties=species:S:1:pos:R:3
Ti -1.0334 -0.1286 -0.3150
C -2.7414 -3.6814 1.1088
C -1.5814 -2.9408 1.0597
N -1.8505 -1.6796 0.6743
N -3.2043 -1.6136 0.4376
C -3.7390 -2.8022 0.7061
B -3.9203 -0.2491 0.0786
N -3.5063 0.2586 -1.3468
C -4.2520 0.4327 -2.4356
C -3.5199 1.1255 -3.3933
C -2.2909 1.3437 -2.8097
N -2.2744 0.8380 -1.5641
N -3.3904 0.7834 1.0819
C -4.0421 1.4782 2.0203
C -3.1258 2.1704 2.7889
C -1.8933 1.8425 2.2457
N -2.0408 1.0043 1.2124
H -2.8574 -4.7082 1.4038
H -0.5698 -3.2453 1.2635
H -4.8035 -2.9428 0.6117
H -5.0961 -0.4043 0.1283
H -5.2673 0.0715 -2.4569
H -3.8478 1.4254 -4.3718
H -1.4069 1.8196 -3.2036
H -5.1168 1.4276 2.0774
H -3.3224 2.8213 3.6207
H -0.9116 2.1715 2.5409
Cl 1.6802 1.9147 -1.7358
C 1.3839 0.3501 -2.4021
C 0.2856 -0.3616 -1.9456
C -0.0359 -1.5202 -2.6248
Cl -1.5522 -2.2993 -2.2058
C 0.7591 -2.0728 -3.6234
Cl 0.3203 -3.5365 -4.3843
C 1.9258 -1.3900 -3.9784
Cl 2.9636 -2.0467 -5.1559
C 2.2245 -0.1504 -3.3882
Cl 3.6065 0.7209 -3.8859
C 0.8212 -0.9314 2.6155
P 1.1365 0.0453 1.1156
C 1.6035 1.6857 1.7058
C 2.6018 1.7621 2.6827
C 3.0099 2.9912 3.1733
C 2.4220 4.1575 2.7024
C 1.4214 4.0911 1.7421
C 1.0177 2.8610 1.2455
C 2.5265 -0.7342 0.2922
C 2.3715 -2.0611 -0.1183
C 3.3890 -2.7051 -0.7969
C 4.5709 -2.0214 -1.0710
C 4.7305 -0.7078 -0.6613
C 3.7106 -0.0583 0.0236
H 1.6431 -0.7694 3.3137
H 0.8063 -1.9908 2.3714
H -0.1185 -0.6406 3.0825
H 3.0894 0.8700 3.0565
H 3.7883 3.0388 3.9216
H 2.7446 5.1156 3.0855
H 0.9551 4.9951 1.3756
H 0.2278 2.8474 0.5028
H 1.4495 -2.6049 0.0743
H 3.2703 -3.7329 -1.1115
H 5.3682 -2.5221 -1.6035
H 5.6504 -0.1815 -0.8751
H 3.8374 0.9745 0.3211
```

Its net charge is +2. For the LUMO energy, the calculation gives -7.6 eV. The orbital gap comes out at 6.68 eV.



Formula: C28H23BrN6O4SZr
Source: the OMol25 dataset
Level of theory: the ωB97M-V functional and the def2-TZVPD basis

Structure (XYZ):
```
64
Properties=species:S:1:pos:R:3
Zr 0.7374 -0.4614 0.2200
N 3.4414 -1.9444 3.5826
C 2.7447 -1.3796 2.5585
S 2.0440 -2.4616 1.4139
N 2.7093 -0.0710 2.5851
N 2.0679 0.5876 1.5613
C 2.0080 1.8703 1.7203
C 1.4327 2.8290 0.8066
C 1.4863 4.1830 1.1718
C 1.0311 5.1799 0.3400
C 0.5117 4.8370 -0.9082
C 0.4354 3.5157 -1.2917
C 0.8742 2.4788 -0.4513
O 0.7550 1.2325 -0.8434
H 3.3485 -2.9321 3.7205
H 3.7060 -1.3609 4.3575
H 2.4639 2.2661 2.6256
H 1.9059 4.4423 2.1375
H 1.0939 6.2164 0.6430
H 0.1676 5.6119 -1.5816
H 0.0385 3.2389 -2.2613
C -3.2894 -2.3602 4.0383
O -2.4195 -1.9937 2.9894
C -2.9214 -2.0105 1.7339
C -4.2389 -2.2674 1.4277
C -4.6643 -2.2783 0.0941
C -3.7684 -2.0505 -0.9141
C -2.4161 -1.7849 -0.6315
C -1.4736 -1.6672 -1.7146
N -0.2413 -1.3564 -1.5264
N 0.6030 -1.4068 -2.6123
C 1.8444 -1.1526 -2.2757
O 2.2325 -0.8927 -1.0702
C 2.8645 -1.2397 -3.3462
C 2.5245 -1.6083 -4.6462
C 3.5073 -1.7134 -5.6146
C 4.8343 -1.4545 -5.2956
C 5.1750 -1.0848 -4.0028
C 4.1950 -0.9788 -3.0294
C -1.9703 -1.7417 0.7072
O -0.7183 -1.4958 1.0305
H -2.6834 -2.3553 4.9409
H -4.1102 -1.6430 4.1456
H -3.7009 -3.3618 3.8844
H -4.9521 -2.4742 2.2142
H -5.7027 -2.4851 -0.1278
H -4.0862 -2.0789 -1.9499
H -1.8055 -1.9115 -2.7221
H 1.4871 -1.8093 -4.8723
H 3.2382 -2.0005 -6.6233
H 5.6004 -1.5451 -6.0552
H 6.2086 -0.8813 -3.7531
H 4.4461 -0.6978 -2.0155
Br -0.3928 0.4164 3.4699
C -1.6096 1.1143 2.2121
C -2.8239 1.6269 2.6376
C -3.6978 2.0940 1.6714
C -3.3236 2.0409 0.3368
C -2.0814 1.5282 0.0179
N -1.2306 1.0668 0.9392
H -3.0646 1.6480 3.6900
H -4.6603 2.4960 1.9593
H -3.9850 2.3922 -0.4421
H -1.7322 1.4797 -1.0060
```

Its net charge is 0. For the LUMO energy, the calculation gives -0.2 eV. The orbital gap comes out at 7.28 eV.



Formula: C28H23F13O7P2
Source: the OMol25 dataset
Level of theory: the ωB97M-V functional and the def2-TZVPD basis

Structure (XYZ):
```
73
Properties=species:S:1:pos:R:3
O 2.7002 -1.3502 -4.9091
P 2.2752 -2.7973 -4.4329
O 0.9022 -2.5518 -3.3326
O 3.5434 -3.5267 -3.4882
O 1.8165 -3.8904 -5.7081
P 3.0513 -3.9209 -6.9857
O 2.9500 -2.5185 -7.7038
O 4.6796 -4.1152 -6.3092
O 2.6857 -5.3017 -7.9679
C 3.0813 -5.1373 -9.3745
F 2.7380 -6.4537 -10.0351
F 2.2146 -4.1341 -10.1007
C 4.6851 -4.9200 -9.6308
F 5.4051 -5.8222 -8.6639
F 5.1640 -3.5217 -9.4418
C 5.1985 -5.3660 -11.1453
F 5.3609 -6.8528 -11.2917
F 6.6054 -4.8218 -11.2469
C 4.3632 -4.6637 -12.3684
F 5.2253 -4.7381 -13.6066
F 4.0968 -3.2052 -12.1623
F 3.0890 -5.3277 -12.7256
H 0.7855 -1.5398 -3.2574
H 4.3624 -2.9223 -3.4842
H 5.0857 -3.1816 -6.3770
F 3.0712 -0.2870 -1.6727
C 2.3712 -0.0242 -0.5611
C 2.1172 -1.0477 0.3453
C 1.3928 -0.7735 1.5054
C 0.9208 0.5202 1.7409
C 1.1767 1.5395 0.8225
C 1.9105 1.2675 -0.3318
H 2.4846 -2.0481 0.1415
H 1.1955 -1.5649 2.2241
H 0.3521 0.7326 2.6436
H 0.8048 2.5447 1.0059
H 2.1262 2.0498 -1.0519
F -1.2558 2.0759 3.0945
C -1.9630 1.8164 4.2022
C -1.9561 0.5312 4.7330
C -2.6881 0.2618 5.8894
C -3.4285 1.2792 6.4964
C -3.4332 2.5648 5.9531
C -2.6921 2.8365 4.8033
H -1.3818 -0.2483 4.2431
H -2.6830 -0.7379 6.3167
H -4.0029 1.0676 7.3957
H -4.0134 3.3541 6.4250
H -2.6773 3.8322 4.3727
F -5.9875 0.4039 7.9268
C -7.0548 0.8651 7.2614
C -7.6079 0.0998 6.2406
C -8.7223 0.5774 5.5510
C -9.2650 1.8212 5.8830
C -8.6996 2.5841 6.9058
C -7.5922 2.1013 7.6026
H -7.1677 -0.8601 5.9912
H -9.1669 -0.0168 4.7565
H -10.1315 2.1952 5.3418
H -9.1212 3.5537 7.1596
H -7.1455 2.6772 8.4063
F 3.2019 7.3882 5.3552
C 2.3512 6.4116 5.0130
C 2.0370 5.4224 5.9385
C 1.1472 4.4083 5.5843
C 0.5896 4.3885 4.3036
C 0.9152 5.3830 3.3800
C 1.7961 6.4031 3.7382
H 2.4863 5.4495 6.9258
H 0.8891 3.6347 6.3032
H -0.1009 3.5948 4.0263
H 0.4831 5.3632 2.3824
H 2.0532 7.1890 3.0357
```

Its net charge is 0. For the LUMO energy, the calculation gives -1.4 eV. As for the structure (SMILES): O=P(O)(O)O[P@@](=O)(O)OC(F)(F)C(F)(F)C(F)(F)C(F)(F)F.Fc1ccccc1.Fc1ccccc1.Fc1ccccc1.Fc1ccccc1. The orbital gap comes out at 7.82 eV.



Which formula does entry 2 have? C28H23BCl5N6PTi